Entry 1:
The molecule C5H9NO. Source: the Open Molecules 2025 dataset; level of theory: wB97M-V/def2-TZVPD.

```
16
Properties=species:S:1:pos:R:3
C 2.1956 -0.2770 1.1582
C -1.7135 1.3289 -1.1271
C 1.2483 -0.5489 0.0388
C -0.8905 0.4559 -0.2284
C -1.3645 -0.5976 0.4690
O 0.4309 0.7084 -0.2741
N 1.2566 -1.5683 -0.6658
H 0.5048 -1.6969 -1.3354
H 2.8205 -1.1459 1.3458
H 2.8360 0.5622 0.8932
H 1.6501 -0.0162 2.0572
H -2.7294 0.9610 -1.2026
H -1.7297 2.3409 -0.7165
H -1.2656 1.3851 -2.1186
H -0.8493 -1.0109 1.3194
H -2.4002 -0.8807 0.3869
```

Output
HOMO energy	-8.67	eV
SMILES string	[H]/N=C(/C)OC(=C)C
LUMO level	1.0099	eV

Entry 2:
The ion C4H5N3O3 with charge -2. Source: the Open Molecules 2025 dataset; level of theory: wB97M-V/def2-TZVPD.

```
15
Properties=species:S:1:pos:R:3
C 1.4031 -0.2721 0.1144
C 2.4085 -0.6413 1.1188
C -0.9262 -0.3976 -0.5757
C -0.9908 1.0190 -1.1434
N 3.6439 -0.7998 0.8117
N 0.1457 -0.6636 0.3721
N -0.2489 1.4381 -2.1022
O -0.1895 -1.1404 1.5276
O -0.4125 2.6068 -2.6250
O 4.5166 -1.3503 1.6016
H 1.9752 -0.9599 2.0207
H -1.8730 -0.5893 -0.0331
H -0.7126 -1.1391 -1.4789
H -1.9501 1.6761 -0.8323
H 1.6222 0.3126 -0.7669
```

Output
HOMO energy (spin up / spin down)	0.10 / 0.10	eV
SMILES string	O=N/C=C/N([O-])C/C=N/[O-]
net charge	-2
LUMO level (spin up / spin down)	6.7623 / 6.7624	eV

Summary of E_tot in eV
-8867.1112 -14834.6322
(order as listed above)
Summary of energy above the lowest of the compared OMol25 structures with the same formula, charge and spin in kcal per mole
48.5 0.0
(order as listed above)